DFT (wB97M-V/def2-TZVPD) results for 14 unconnected molecules or ions with the total composition C56H84O42.

Output
E_HOMO in eV: -9.95
Total energy in eV: -145423.176
Orbital gap in eV: 9.619
Lowest unoccupied orbital energy in eV: -0.334
Relative energy (zero: lowest compared OMol25 entry of this formula, charge and spin) in kJ/mol: 1181.66

Geometry as XYZ:
```
182
Properties=species:S:1:pos:R:3:forces:R:3
H -1.718706 -1.586889 -4.629298 0.349 0.880 0.724
C 0.894285 -5.323542 -2.764667 0.862 0.548 0.948
H -2.830220 0.130741 1.468874 0.016 -0.359 -0.685
H 2.136576 -5.674941 3.589779 -0.169 -0.077 0.055
H 4.874236 -1.810730 -0.306581 -0.131 -0.636 0.374
C -4.293460 -2.918383 -2.928683 -0.715 1.343 -2.235
C -0.587686 0.511713 -6.026847 0.612 3.190 1.110
O 2.339769 -6.315782 0.956673 0.619 -1.997 -1.734
H -7.187804 1.243412 0.977406 0.222 0.075 0.343
H 7.018858 2.854669 2.888646 -0.305 -0.384 0.104
C -6.780787 -2.719688 -0.624378 -0.478 -0.421 0.676
H 2.776814 3.825083 -5.237802 -0.311 0.782 -0.537
C -3.100381 5.871703 1.233818 0.596 -0.848 -4.251
H -1.626302 0.687878 -6.306739 0.144 -0.869 -0.675
H -6.157270 0.059233 -3.513230 -0.182 -0.312 -0.467
H -1.032915 -4.519945 5.166727 0.245 -0.150 -0.372
O 2.632685 -0.766650 5.067235 -0.603 -1.613 -0.934
C -1.604776 3.993602 0.263011 -0.347 1.667 0.503
H 1.054769 -0.876026 -5.681145 0.211 1.196 0.561
C -4.239570 -2.280853 -0.744629 -2.047 1.254 2.467
C 3.574289 5.454513 -2.984064 1.909 -0.093 -0.151
H -2.497020 3.374478 0.169657 0.184 -0.270 0.168
H -7.376561 2.509915 3.153920 -0.285 -0.056 0.051
H -1.751358 1.283161 1.965347 0.513 0.219 -0.041
O -0.621869 -7.807998 -3.921335 -2.159 0.034 2.424
O -3.551165 3.468736 -3.654296 0.111 -1.529 -0.305
O -0.780423 -2.973454 -5.605133 -0.018 -0.830 1.732
O -0.990815 -1.112738 -0.244266 -0.789 -2.261 0.413
O 4.717770 0.442224 2.709407 -2.670 -0.750 0.370
C 2.343678 4.081229 1.308292 4.826 -2.042 -4.393
H -3.025913 6.639040 0.463274 -0.520 0.664 0.601
O 3.629160 4.212949 -2.547614 0.576 -0.647 1.400
O 5.938098 1.145114 1.140994 1.874 0.158 -3.530
H 2.608343 2.675595 6.812951 0.017 0.141 0.182
C -5.772564 2.748125 1.775868 -2.918 2.199 -2.531
C 7.618886 2.048047 2.467417 0.725 -1.826 0.378
O -3.365616 6.221791 2.500184 -0.804 0.713 2.567
C -0.552410 -2.785679 -6.862893 -0.235 -1.491 -3.330
O -0.717608 -3.617364 -7.752210 0.638 2.320 1.985
H 1.866905 -4.832977 -2.726325 -0.017 0.326 -0.813
H 4.608306 3.139513 0.347534 0.089 0.124 -0.307
H 2.320991 -3.674144 2.223896 -0.324 -0.734 1.033
O -5.581778 2.422853 4.022283 4.022 -3.226 -0.200
H -0.916717 -7.070402 -1.978439 -0.063 0.854 -0.601
C 3.518054 4.964389 0.829537 2.827 -2.283 -0.681
O 1.009879 -0.499200 -0.702661 2.655 2.826 1.158
O 6.087880 -0.540402 -2.576086 0.263 1.204 -0.223
O -3.613421 -2.790088 5.469494 0.101 -0.532 1.243
H -5.625962 3.383044 -3.876010 0.347 1.022 0.345
H -6.506707 2.275499 -0.284232 1.136 -0.504 0.041
C 5.536424 -2.314782 -1.010531 0.104 0.057 -0.055
H -0.681101 -2.879141 5.222484 -0.708 1.008 0.222
C 1.728981 -4.200820 1.475411 0.651 1.063 0.180
H 1.261023 3.827659 -1.619109 -0.067 0.173 -0.124
C 2.043342 2.597506 5.884094 0.924 -0.195 -0.215
H -0.564083 1.016911 -5.061274 0.228 0.111 0.413
H 3.173905 5.536290 -0.032197 0.546 0.000 -0.212
H 0.100578 -1.887250 -4.148315 -1.061 -0.094 1.011
C -1.820843 5.151170 1.252032 2.017 -1.676 0.340
H 1.844522 -7.176712 -2.102085 0.473 0.315 -0.321
H -3.740225 -1.371358 -0.410595 -0.155 -0.040 0.378
H 0.145128 1.069631 -6.609783 -0.581 0.358 -0.515
O -3.941111 -3.209938 -4.060226 -0.271 0.141 3.070
C -4.839629 1.519592 -4.238263 -0.520 2.093 -1.626
C 2.766047 1.472803 5.058847 -1.519 1.988 0.087
O 0.226403 -7.952822 -5.949454 0.740 1.804 3.447
H 1.916582 3.615142 5.514693 0.389 -0.238 -0.606
C 2.882439 0.320117 5.943926 -1.550 -0.451 0.910
C -4.705185 1.610864 3.253130 3.111 -3.404 3.966
H 0.325235 -5.612798 3.567591 0.140 0.689 -0.222
O 2.692688 -4.274162 0.449579 0.985 1.391 -3.429
O 1.836310 1.009767 4.037917 -0.041 -0.867 -0.256
H -7.598884 2.929231 0.638740 -0.496 0.101 0.837
H -1.856258 -3.109961 2.695273 0.217 0.196 -0.296
H -5.710190 -0.943064 -1.242948 -0.647 0.207 -0.743
H -0.050737 -8.459123 -2.010454 0.500 -0.615 -0.644
O 0.431903 -2.527326 -1.299537 -0.260 0.722 1.851
H 8.246941 2.492021 1.695056 -0.499 -0.344 -0.595
O -3.912012 1.173558 -3.314012 4.625 2.126 1.443
H 1.044922 2.252742 6.153178 0.062 -0.245 -0.153
O 1.471654 -7.171259 -4.142401 -0.407 -0.243 -1.049
O 1.797769 4.860595 2.166878 -3.751 4.352 4.887
C 3.825117 -1.038180 -2.535495 0.350 -1.083 0.734
H 2.004784 3.948560 0.280835 -1.954 -0.455 0.463
O 3.945265 -5.937349 -0.674349 -4.277 2.309 2.610
C -0.981996 0.206658 0.220898 0.067 0.615 0.759
C 5.994391 0.139930 3.254989 -0.297 0.751 -1.673
C 5.376778 0.519368 -3.056106 2.381 1.153 -0.048
H -3.103260 -4.561750 4.291381 -0.711 0.184 0.250
H 2.021348 0.378398 6.609682 0.246 -0.411 0.622
H 5.460122 -3.399588 -1.084410 -1.004 0.032 0.153
H 6.144311 0.674586 4.192944 -0.077 -0.230 0.008
O -3.697442 -2.704998 7.766581 1.174 0.374 -1.019
H -6.956056 1.305120 -4.495671 -0.186 0.104 0.331
H -1.427963 4.493007 -0.689576 0.296 -0.450 -0.270
H -6.442257 -3.686516 -0.251881 -0.009 -0.043 0.253
H 3.265791 -0.960224 -1.603194 0.120 -0.066 0.035
H 0.498275 -5.012149 -1.798071 -0.490 -0.206 0.022
C 4.878385 4.147275 0.663081 -1.503 0.538 -0.678
O -3.606565 -2.686029 -1.825998 5.607 -2.948 -2.755
O 4.254758 6.337286 -2.600737 0.526 1.319 1.278
H -2.385479 -1.630978 3.536295 -0.121 -0.223 0.147
H -1.447200 0.834826 -0.538767 -0.214 0.005 -0.117
C -1.752753 0.282956 1.532121 -0.209 0.600 0.438
C 1.774712 -0.355073 4.059813 0.826 -0.165 -1.620
H 1.066730 -7.053623 3.157290 0.449 -0.218 0.119
O 2.448640 6.556094 3.693862 0.911 -2.612 -4.510
O -1.971058 -3.778493 6.685784 -0.929 2.616 0.230
H 8.373116 1.709382 3.177734 -0.076 0.269 0.536
H -4.709227 3.414271 -5.361657 0.312 -0.007 0.040
H -0.720380 3.490093 0.653426 -0.114 -0.376 -0.471
H 2.676092 3.114482 1.686425 -0.062 -0.174 0.281
H 7.496567 -0.081337 1.785789 0.038 0.363 -0.821
O -2.871506 5.282873 4.552851 0.406 0.028 -4.340
H -4.344876 -2.984539 0.081106 0.696 -0.454 -0.037
H 3.817932 0.348196 6.502649 -0.009 -0.841 -0.270
H -1.430088 -0.397623 2.320036 0.532 0.047 -0.365
O 4.066716 0.269668 -3.011192 0.107 0.753 -0.600
C 1.319594 -5.635831 1.576018 -1.081 1.486 3.111
C 1.606066 2.987743 -2.222093 0.081 0.219 -0.787
O 2.836902 5.546404 -4.049626 -2.100 0.587 -2.117
C -2.815732 -3.530791 4.497658 1.710 2.737 1.463
O -4.891270 1.751357 1.928945 2.484 -1.621 2.253
H 3.201425 2.509363 -3.547074 0.041 0.110 -0.107
C 0.217472 -1.504814 -0.664011 -1.865 -2.166 -3.766
C 3.017869 -5.510973 0.068954 3.055 -1.736 0.334
H 5.551965 4.587013 -0.072454 -0.111 0.021 0.046
H 0.625245 1.538479 -0.101791 0.837 -0.396 -0.309
H 0.332324 -5.688526 1.117077 0.113 -0.788 -0.479
H -7.245072 -2.155536 0.184481 0.637 0.159 0.393
O -1.869607 2.309573 -2.782962 -1.738 -0.813 -1.015
H 6.088522 -0.944380 3.314184 0.084 0.123 0.403
H 0.864055 -3.549222 1.351257 0.167 0.118 -1.032
O -0.132402 -1.506694 -7.022906 -0.342 -1.161 -4.105
C 4.759681 0.792888 1.390542 -5.986 -0.151 -0.753
H 5.438268 -2.340762 -3.187894 0.143 -0.197 0.073
H -4.483249 1.266914 -5.236885 -0.738 -1.469 -0.127
C -6.193722 1.125254 -3.737650 -0.006 -1.446 -0.421
C 6.816522 0.714735 2.088926 3.861 2.265 2.499
H 3.784764 1.590790 4.689537 -0.417 1.040 -0.863
H -3.718269 5.077690 0.814449 -1.266 0.236 0.268
H 0.758843 2.615321 -2.797944 -0.162 -0.251 0.222
C 5.272391 -1.653804 -2.358026 -1.083 -0.552 -0.254
C -0.018492 -0.797784 -5.854629 0.180 -1.967 0.000
H -5.300121 3.665854 1.425637 0.249 0.012 -0.221
H -7.677279 -2.955516 -1.197785 0.441 0.238 -0.888
O 5.948500 1.528256 -3.426257 -1.797 -1.516 0.493
C 0.321093 -7.593628 -4.759583 2.029 -2.266 -5.341
H -6.528551 4.024348 3.439593 -0.068 0.229 -0.614
C 1.124255 -6.798866 -2.827726 -0.426 0.162 1.112
H 1.203405 4.261513 -4.404318 0.021 0.653 -0.663
C -0.151396 -7.543721 -2.593543 -1.197 -0.957 0.802
O 3.723737 5.853010 1.876713 0.466 1.904 1.428
C 0.536978 0.501736 0.222958 -1.567 0.395 0.838
H -0.899952 5.734309 1.247853 -0.113 0.503 -0.041
C -3.086267 -2.959791 6.772177 -2.072 -2.017 -0.450
O 3.770614 0.877655 0.613553 3.316 -0.489 3.004
C -0.671642 -1.723069 -4.899863 -0.148 -1.696 1.228
C -2.720038 5.334088 3.323059 -0.114 0.134 3.630
H 1.988196 2.216901 -1.552857 0.059 -0.005 -0.146
H 3.221654 -1.588733 -3.257185 0.091 0.058 -0.033
O 1.195694 -1.060157 3.222661 1.575 1.871 2.993
C -2.969777 2.324154 -3.283506 1.367 -1.288 2.973
H 0.224797 -5.001443 -3.562256 0.206 0.232 0.000
O -1.893600 4.589205 2.571235 -0.157 -0.399 1.273
C 2.292689 4.293052 -4.380630 -0.427 -1.455 0.195
C 1.225606 -5.978482 3.073945 -0.346 -1.334 -0.606
C 2.678714 5.891088 2.658743 -2.047 0.417 3.488
C 2.687409 3.414862 -3.224627 -0.097 -1.440 1.457
H 5.402209 4.042903 1.613253 -0.271 0.313 0.144
C -6.773148 2.230255 0.771734 -1.404 1.243 -1.450
H -6.410333 1.523753 -2.746498 -0.009 0.769 -0.284
H -3.527008 -2.626790 2.603443 -0.175 -0.028 0.262
C -1.517149 -3.563803 5.365204 0.973 -3.440 -1.547
C -6.398475 2.989932 3.121515 -2.726 1.607 -0.526
C -2.662471 -2.650179 3.266872 0.225 -0.789 -0.046
H 0.941401 0.351320 1.223920 0.384 -0.057 -0.225
O -5.534953 -2.492806 -2.620500 -1.186 -0.247 -1.594
C -5.616083 -2.027049 -1.307909 -1.774 0.984 1.035
H 6.545703 -2.258805 -0.602695 0.305 0.764 -0.527
C -4.693225 3.053031 -4.333387 -3.346 0.637 -0.842
O -3.881988 0.807170 3.752205 -3.316 3.332 -1.899
```
Positions in Å, forces in eV/Å.